[1]
Formula: C6H12O
Source: the Open Molecules 2025 dataset
Level of theory: the ωB97M-V functional and the def2-TZVPD basis

Summary:
calculated total energy	-8462.9291	eV
SMILES	CCO[C@H]1C[C@H]1C
net charge	0
relative energy (zero: lowest compared OMol25 entry of this formula, charge and spin)	32.9	kcal/mol

Last column: Löwdin charge in e.
Positions of all 19 atoms, in Å:
1 C 2.7789 0.6611 0.2270  -0.07
2 C 1.5414 -0.0293 -0.3105  -0.28
3 O 0.5875 -0.0902 0.7345  -0.11
4 C -0.4467 -0.9822 0.4717  -0.33
5 C -1.7343 -0.7306 1.1791  -0.06
6 C -1.6520 -0.5415 -0.3182  -0.27
7 C -1.7276 0.8497 -0.9023  -0.07
8 H 3.2027 0.0829 1.0536  0.08
9 H 2.5265 1.6574 0.6021  0.08
10 H 3.5376 0.7646 -0.5553  0.08
11 H 1.7884 -1.0477 -0.6510  0.12
12 H 1.1239 0.5130 -1.1732  0.12
13 H -0.1139 -2.0164 0.3500  0.15
14 H -1.7694 0.1730 1.7830  0.12
15 H -2.2842 -1.5746 1.5856  0.10
16 H -2.1210 -1.3197 -0.9190  0.13
17 H -1.3360 0.8713 -1.9262  0.07
18 H -2.7624 1.2093 -0.9307  0.08
19 H -1.1395 1.5500 -0.3002  0.08



[2]
Formula: C49H49N8O2Zr
Source: the Open Molecules 2025 dataset
Level of theory: the ωB97M-V functional and the def2-TZVPD basis

Summary:
calculated total energy	-68906.4644	eV
net charge	+1
relative energy (zero: lowest compared OMol25 entry of this formula, charge and spin)	2.2	kcal/mol

Last column: Löwdin charge in e.
Positions of all 109 atoms, in Å:
1 Zr -0.3360 0.2344 -0.1212  1.87
2 C -4.2121 1.0736 1.7485  -0.02
3 C -3.9103 0.8313 3.0920  -0.02
4 C -2.8439 0.0257 3.3993  0.02
5 C -2.0592 -0.5104 2.3688  -0.31
6 N -2.2511 -0.1390 1.0842  0.00
7 C -3.3633 0.5852 0.7926  -0.12
8 N -1.1840 -1.5028 2.7365  0.19
9 C -0.2400 -2.0019 2.0344  -0.27
10 N 0.2181 -1.6131 0.7753  -0.03
11 C 1.2819 -2.4425 0.4286  -0.28
12 N 1.9531 -2.4910 -0.6578  0.19
13 C 1.7940 -1.6605 -1.7396  -0.32
14 C 2.5000 -2.0619 -2.8842  0.01
15 C 2.5086 -1.2760 -4.0059  -0.01
16 C 1.8340 -0.0543 -3.9747  -0.03
17 C 1.1622 0.2891 -2.8357  -0.15
18 N 1.0784 -0.5115 -1.7383  -0.01
19 C 1.5243 -3.3815 1.5355  -0.11
20 C 2.4768 -4.3717 1.6810  0.01
21 C 2.4375 -5.1112 2.8559  -0.05
22 C 1.4663 -4.8723 3.8305  -0.04
23 C 0.5087 -3.8794 3.6664  0.01
24 C 0.5714 -3.1381 2.5009  -0.11
25 H -5.0854 1.6342 1.4490  0.12
26 H -4.5329 1.2379 3.8781  0.12
27 H -2.6056 -0.2663 4.4111  0.12
28 H -3.5595 0.7510 -0.2546  0.10
29 H 3.0407 -2.9943 -2.8229  0.12
30 H 3.0474 -1.5884 -4.8907  0.12
31 H 1.8616 0.6279 -4.8081  0.10
32 H 0.6259 1.2265 -2.7831  0.11
33 H 3.2197 -4.5483 0.9153  0.12
34 H 3.1686 -5.8915 3.0214  0.11
35 H 1.4600 -5.4759 4.7284  0.11
36 H -0.2486 -3.6907 4.4148  0.12
37 C -1.2540 -3.4031 -1.8588  -0.04
38 C -2.0725 -2.1287 -1.6564  -0.39
39 C -3.3813 -2.4369 -0.9355  -0.04
40 C -2.2762 -1.3495 -2.9349  -0.14
41 C -2.7601 -2.0486 -4.0359  -0.03
42 C -2.9517 -1.4228 -5.2508  -0.05
43 C -2.6184 -0.0873 -5.3776  -0.02
44 C -2.1349 0.6569 -4.3075  -0.12
45 C -1.7532 2.1016 -4.6117  -0.37
46 C -0.7066 2.1649 -5.7297  -0.05
47 C -2.9575 2.9515 -5.0257  -0.05
48 C -2.0088 0.0214 -3.0516  -0.15
49 N -1.5929 0.7957 -1.8965  -0.05
50 C -2.3378 1.9370 -1.7196  -0.53
51 O -3.4342 2.2006 -2.1701  0.09
52 C -1.6948 2.9300 -0.7912  -0.17
53 C -1.9839 4.2788 -0.7999  0.04
54 C -1.3155 5.0962 0.1048  0.01
55 C -0.4009 4.5456 0.9934  0.05
56 C -0.1824 3.1836 0.9426  -0.16
57 N -0.8032 2.4120 0.0534  0.02
58 C 0.8242 2.4724 1.7993  -0.48
59 O 1.4290 3.1059 2.6382  0.09
60 N 0.9710 1.1529 1.4722  -0.02
61 C 2.0131 0.4470 2.2130  -0.16
62 C 1.7721 -0.0329 3.5165  -0.13
63 C 2.6721 -0.9497 4.0586  -0.03
64 C 3.7972 -1.3520 3.3680  -0.06
65 C 4.1117 -0.7198 2.1791  -0.04
66 C 3.2688 0.2305 1.6041  -0.13
67 C 3.9567 1.1566 0.5931  -0.35
68 C 4.3140 2.4803 1.2810  -0.04
69 C 3.3511 1.4265 -0.7745  -0.06
70 C 0.7078 0.5357 4.4455  -0.36
71 C 1.3441 1.6461 5.2984  -0.05
72 C 0.0972 -0.4725 5.4216  -0.08
73 H -0.9871 -3.8457 -0.8968  0.08
74 H -0.3429 -3.2140 -2.4279  0.08
75 H -1.8360 -4.1465 -2.4050  0.08
76 H -1.4584 -1.5148 -0.9894  0.03
77 H -3.9565 -3.1597 -1.5175  0.09
78 H -4.0001 -1.5488 -0.8140  0.07
79 H -3.1938 -2.8730 0.0482  0.09
80 H -2.9950 -3.1005 -3.9333  0.11
81 H -3.3391 -1.9735 -6.0976  0.11
82 H -2.7380 0.3973 -6.3384  0.11
83 H -1.3039 2.5509 -3.7227  0.11
84 H -1.1558 1.9180 -6.6928  0.08
85 H 0.1043 1.4607 -5.5675  0.05
86 H -0.2927 3.1711 -5.8134  0.09
87 H -3.3675 2.5850 -5.9690  0.08
88 H -2.6455 3.9852 -5.1899  0.09
89 H -3.7488 2.9359 -4.2825  0.07
90 H -2.7163 4.6552 -1.4998  0.13
91 H -1.5063 6.1612 0.1133  0.12
92 H 0.1457 5.1317 1.7185  0.13
93 H 2.4855 -1.3472 5.0475  0.11
94 H 4.4657 -2.0926 3.7878  0.11
95 H 5.0623 -0.9258 1.7005  0.12
96 H 4.9092 0.6582 0.3903  0.12
97 H 3.4501 3.1346 1.3760  0.06
98 H 5.0742 3.0039 0.6976  0.08
99 H 4.7063 2.3147 2.2843  0.09
100 H 2.3751 1.9181 -0.7117  0.06
101 H 3.2594 0.5171 -1.3599  0.06
102 H 4.0079 2.1028 -1.3257  0.09
103 H -0.0893 0.9744 3.8374  0.11
104 H 2.1071 1.2080 5.9467  0.09
105 H 0.5863 2.0982 5.9425  0.09
106 H 1.8045 2.4207 4.6965  0.06
107 H 0.8297 -0.7872 6.1669  0.08
108 H -0.3082 -1.3544 4.9361  0.04
109 H -0.7085 0.0126 5.9783  0.08



[3]
Formula: C5H7NO
Source: the Open Molecules 2025 dataset
Level of theory: the ωB97M-V functional and the def2-TZVPD basis

Summary:
calculated total energy	-8829.6876	eV
net charge	0
relative energy (zero: lowest compared OMol25 entry of this formula, charge and spin)	150.2	kcal/mol

Last column: Löwdin charge in e.
Positions of all 14 atoms, in Å:
1 C -1.6707 -0.7160 -0.2205  -0.05
2 N -1.7494 0.7152 -0.1366  0.09
3 C -0.4173 0.1439 -0.1148  -0.42
4 C 0.6414 0.2149 1.0021  -0.48
5 C 1.7315 -0.0789 -0.1892  -0.06
6 C 0.6180 0.2975 -1.0819  0.19
7 O 0.7280 1.4703 1.3431  -0.12
8 H -1.8779 -1.3303 0.6559  0.12
9 H -1.9682 -1.1515 -1.1724  0.11
10 H -1.9333 1.0490 0.8091  0.12
11 H 0.6372 -0.5658 1.7965  0.14
12 H 2.1591 -1.0565 -0.4809  0.12
13 H 2.5422 0.6335 -0.0391  0.12
14 H 0.5595 0.3745 -2.1714  0.13



[4]
Formula: Br2ClHNP
Source: the Open Molecules 2025 dataset
Level of theory: the ωB97M-V functional and the def2-TZVPD basis

Summary:
calculated total energy	-163400.0547	eV
net charge	0
relative energy (zero: lowest compared OMol25 entry of this formula, charge and spin)	66.8	kcal/mol

Last column: Löwdin charge in e.
Positions of all 6 atoms, in Å:
1 N 1.3134 -0.7959 0.1064  -0.27
2 P -0.1441 -0.2925 0.0878  0.06
3 Cl -0.7887 3.2345 1.0890  -0.42
4 Br -1.3387 -1.8856 1.0073  0.35
5 Br -1.1114 0.0434 -1.9552  0.26
6 H 2.0695 -0.3039 -0.3352  0.01



Question: Which value of net charge does entry 3 give?
Answer: 0